# 1
Entry from OMol25: C19H14Co2NO6S as an isolated structure in a non-equilibrium geometry (ωB97M-V with the def2-TZVPD basis set).

CARTESIAN COORDINATES (ANGSTROEM)
C -0.425 -0.615 3.262
C -1.588 -3.317 -1.376
C -1.578 -1.937 -1.103
C -2.674 -1.342 2.657
O 0.043 -0.683 4.313
H 2.628 5.206 1.122
H 3.518 1.532 0.385
C 1.647 -1.642 -0.867
O -2.346 1.932 1.044
C 2.413 5.120 0.047
O 2.173 -2.246 -1.698
C -0.608 -2.226 1.294
H -3.010 -3.285 -4.454
S 2.215 3.346 -0.422
H 3.908 3.073 1.265
N -1.118 4.366 0.498
O -0.291 1.321 -1.585
C -0.206 3.618 0.486
H 3.237 5.523 -0.552
H -2.107 -4.885 -2.747
C -2.078 -1.056 -2.080
C -2.086 -3.806 -2.585
H -1.165 -3.989 -0.630
C -0.965 -1.477 0.139
C 3.711 2.608 0.294
Co -1.308 -0.700 1.717
H -0.126 -3.678 2.723
C -2.567 -2.905 -3.537
H 0.361 -4.056 0.915
H -2.838 -0.794 -4.080
C -2.518 -1.522 -3.320
O -3.485 -1.828 3.320
C -0.080 -3.400 1.676
H 1.500 5.670 -0.220
C -1.806 0.933 1.265
C 0.887 2.737 0.454
H 1.051 2.052 1.292
Co 0.738 -0.646 0.221
H 4.513 2.828 -0.420
H -2.109 0.015 -1.897
C 1.766 -0.331 1.598
O 2.593 -0.128 2.380
C 0.172 0.611 -0.797

Orbital gap   5.238 eV
Net charge   -1
E_tot   -119789.657 eV
Maximum force   5.0 eV Å⁻¹

Here are the Mulliken charges for atoms 1 to 6, given in e:
1. C 0.02
2. C -0.40
3. C 0.50
4. C 0.11
5. O -0.39
6. H 0.33

***

# 2
Entry from OMol25: C32H30N5O4PbSeSi as an isolated structure in a non-equilibrium geometry (ωB97M-V with the def2-TZVPD basis set).

CARTESIAN COORDINATES (ANGSTROEM)
H -0.678 5.215 1.291
C -3.845 0.343 1.801
C -4.099 1.427 2.690
C -1.652 -1.507 -4.231
O -0.237 0.098 2.268
C -1.284 -5.186 -1.703
H 7.536 -0.220 -1.339
C 2.231 2.832 1.736
H -3.418 -4.899 -1.872
H 1.194 5.865 2.818
C 0.162 3.299 0.840
H 2.513 -3.555 -1.048
H -5.535 2.655 3.654
C -0.107 -4.642 -1.179
H 6.575 0.175 -2.776
N -1.365 -1.462 0.187
H -0.845 1.985 3.792
H 4.803 -1.738 0.369
C 4.883 -0.713 0.745
H 5.328 2.608 0.646
C -1.719 1.567 3.287
O -2.908 1.574 -1.676
H -3.450 -2.756 -0.915
H -7.074 -0.109 0.767
C -1.395 0.505 2.380
H -1.237 -6.143 -2.201
C 2.245 4.028 2.433
C -5.385 1.889 2.917
N -0.811 1.640 -0.648
N 1.212 2.492 0.943
C -2.130 -0.529 -3.376
H -3.163 -0.238 -3.365
H 4.029 -0.438 1.357
O 0.913 -2.775 0.028
H 3.066 2.116 1.775
C -6.455 1.384 2.198
C 1.186 4.912 2.277
H 6.395 -1.368 -1.971
H 6.135 2.840 -0.903
C -2.526 -3.259 -0.984
C -2.978 1.983 3.441
H 0.845 -5.150 -1.142
H 0.156 -2.511 -4.884
H 2.842 -2.827 0.517
H -3.158 2.797 4.104
C -1.021 2.854 -0.008
C -4.971 -0.195 1.100
Pb 0.816 0.163 0.021
Si 5.293 0.509 -0.700
N 0.018 -0.230 -2.396
C -1.262 0.117 -2.497
N -2.407 -1.131 0.792
C -2.465 -4.501 -1.533
H -4.835 -1.010 0.389
H 1.546 -1.333 -3.218
C 0.135 4.541 1.469
H -7.478 1.780 2.271
C -6.246 0.319 1.307
H 2.085 -4.434 0.443
C -2.506 -0.084 1.607
H 3.077 4.253 3.057
C -1.759 1.217 -1.557
H 5.744 -0.699 1.420
C 2.168 -3.459 -0.046
C 0.490 -1.114 -3.277
C -0.149 -3.398 -0.577
H 6.970 1.986 0.389
Se 3.404 0.788 -1.878
O -1.996 3.562 -0.119
H -2.308 -2.012 -4.911
C -0.311 -1.793 -4.206
C 5.981 2.127 -0.084
C 6.565 -0.314 -1.830
C -1.371 -2.715 -0.478

Orbital gap (alpha / beta)   5.650 / 6.080 eV
Net charge   +1
E_tot   -127778.010 eV
Maximum force   1.9 eV Å⁻¹

Here are the Mulliken charges for atoms 1 to 6, given in e:
1. H 0.57
2. C 0.83
3. C 1.09
4. C -0.61
5. O -0.92
6. C -0.93

***

# 3
Entry from OMol25: a 6-piece molecular cluster, H12O6 overall in a non-equilibrium geometry (ωB97M-V with the def2-TZVPD basis set).

CARTESIAN COORDINATES (ANGSTROEM)
O 1.760 3.027 -3.195
O -2.984 0.571 1.057
O 2.612 -1.803 4.633
H 0.899 2.523 -3.122
H -1.787 -2.838 -1.531
O -0.691 2.988 -1.250
H -3.027 1.053 0.183
H 3.192 -1.927 3.869
H -2.455 -0.227 0.938
H 0.872 -0.268 -0.721
H -2.583 -3.474 -0.266
H 1.535 -1.494 -0.356
H -0.710 3.832 -0.790
H -0.882 2.281 -0.547
O -2.439 -3.500 -1.267
O 1.487 -0.594 0.035
H 2.967 -2.480 5.134
H 2.234 2.331 -2.805

Orbital gap   10.850 eV
E_tot   -12478.523 eV
Maximum force   3.7 eV Å⁻¹

Here are the Mulliken charges for atoms 1 to 6, given in e:
1. O -0.61
2. O -0.63
3. O -0.61
4. H 0.30
5. H 0.30
6. O -0.61

***

# 4
Entry from OMol25: C26H29BrN4O5S in the gas phase in a non-equilibrium geometry (ωB97M-V with the def2-TZVPD basis set).

CARTESIAN COORDINATES (ANGSTROEM)
O -0.771 5.433 -0.496
H 1.053 1.665 -3.330
H 2.600 -4.653 -2.106
H -0.248 -0.140 3.913
H -2.402 -3.479 1.219
C 2.206 -2.035 0.700
H -6.377 5.645 0.964
C 3.442 -2.206 0.077
C 0.825 2.128 1.611
N 0.740 -0.919 2.244
H -7.217 4.302 0.141
C -1.890 2.679 1.525
H 1.980 0.285 -1.150
H -4.222 6.295 0.019
N -2.666 4.244 -0.797
H -5.004 6.580 -1.560
H -3.252 3.487 -0.479
O -5.437 4.766 -0.660
H 1.420 0.441 3.627
H -2.101 1.122 2.967
C -0.057 1.366 2.369
C 3.561 -3.146 -0.921
C 2.036 -1.008 1.722
H -1.215 0.912 -3.383
H 1.883 1.915 1.651
C -3.155 -1.658 0.245
H -7.158 5.918 -0.615
H -3.644 4.744 -2.561
H -1.738 0.801 -0.450
C 1.105 -2.813 0.313
H 0.405 -4.357 -1.000
C -0.246 -1.747 1.814
C -6.606 5.190 -0.008
C -1.222 0.331 -1.296
O 0.027 -0.136 -0.791
C -0.918 1.334 -2.422
H 0.853 2.347 -1.705
C 2.475 -3.925 -1.319
C 1.047 0.201 -1.709
H -2.587 6.004 -1.851
C 0.352 3.148 0.812
H 1.028 3.762 0.236
H -2.948 2.896 1.527
N -2.240 -1.829 -0.733
C -4.533 5.817 -0.923
C -1.464 4.473 -0.216
S -1.815 -1.596 2.587
H 4.275 -1.595 0.390
C -1.411 1.674 2.346
H 1.155 -0.594 -2.463
C 0.600 1.510 -2.354
C -3.317 5.222 -1.633
N -0.110 -2.662 0.914
O -4.091 -0.891 0.187
H -1.445 2.273 -2.277
C -1.013 3.406 0.727
C 1.256 -3.762 -0.707
O 2.914 -0.269 2.111
C -2.892 -2.540 1.462
C -2.083 -0.851 -1.783
H -3.073 -0.483 -2.061
C 0.466 0.190 3.156
H -1.397 -2.336 -0.477
H -3.813 -2.699 2.021
Br 5.236 -3.390 -1.789
H -1.610 -1.338 -2.639

Orbital gap   8.628 eV
E_tot   -124510.524 eV
Maximum force   1.0 eV Å⁻¹

Here are the Mulliken charges for atoms 1 to 6, given in e:
1. O -0.69
2. H 0.49
3. H 0.45
4. H 0.76
5. H 0.38
6. C 0.18

***

# 5
Entry from OMol25: a 9-piece molecular cluster, H18O9 overall (ωB97M-V with the def2-TZVPD basis set).

CARTESIAN COORDINATES (ANGSTROEM)
H -2.104 -0.096 4.728
H 1.212 -2.430 0.675
H 0.163 0.247 -0.616
H -0.285 1.997 0.859
O -0.454 2.092 -3.232
O 2.627 0.267 -2.067
H 1.188 -1.423 -4.007
O -0.430 0.328 0.144
H 0.287 -1.585 2.692
O 0.660 -0.748 -3.570
O -2.935 0.186 -1.164
H -0.113 -0.339 0.768
O 1.392 -1.506 0.899
H -1.484 -0.557 3.412
H 1.308 -0.233 -3.039
H -2.038 0.333 -0.813
O -2.260 -0.104 3.780
H 3.414 0.486 -2.584
H -0.348 1.239 -3.676
H 2.924 0.283 -1.150
H -3.407 -0.245 -0.445
H 0.363 2.212 -2.736
H 0.507 -2.452 3.933
H 2.253 -1.523 1.337
H -1.594 2.770 1.061
O -0.171 -1.953 3.466
O -0.674 2.754 1.343

Orbital gap   9.516 eV
E_tot   -18719.558 eV
Maximum force   0.9 eV Å⁻¹

Here are the Mulliken charges for atoms 1 to 6, given in e:
1. H 0.29
2. H 0.31
3. H 0.32
4. H 0.43
5. O -0.62
6. O -0.61

***

# 6
Entry from OMol25: C24H40N2O5RuS2Si3 as an isolated structure in a non-equilibrium geometry (ωB97M-V with the def2-TZVPD basis set).

CARTESIAN COORDINATES (ANGSTROEM)
C -2.998 -2.381 3.821
C 1.607 4.064 -2.256
O -1.372 1.112 3.416
H -0.286 0.673 -2.157
H 1.578 5.084 -1.866
C -3.611 -0.338 -1.532
H 4.887 1.964 0.397
C -1.235 4.191 -1.340
C -1.126 4.086 1.966
C 3.969 2.536 0.550
H 2.604 3.669 -2.063
C -3.879 -0.300 2.958
O 2.169 0.429 1.308
H -2.813 -3.589 0.261
H -7.203 -2.403 2.094
C -5.293 -2.257 3.074
H -3.782 0.616 -2.009
O -0.593 -0.843 4.763
H 1.684 1.750 3.195
C -2.829 -1.045 3.476
S -2.196 1.112 0.256
H -3.725 0.739 2.708
H -1.284 4.196 3.041
H 2.166 3.391 3.606
H -2.178 -2.934 4.256
H -1.298 5.050 1.488
H -1.892 3.398 1.610
H -7.217 -2.885 3.788
C 2.815 0.633 -1.519
H -1.164 1.823 -3.166
H -0.950 5.113 -0.831
C 0.845 2.399 0.164
H 0.560 2.782 4.048
H 2.721 4.881 1.342
C -5.106 -0.914 2.767
H 0.549 1.517 -3.455
C -0.008 -1.994 1.767
H 1.515 5.771 2.274
C -6.630 -2.912 2.867
C 1.658 5.098 1.426
Si 0.223 3.028 -1.501
C -4.228 -2.978 3.612
H -0.683 -2.813 2.018
S -1.239 -0.336 3.588
Si 0.647 3.532 1.678
Si 2.472 1.540 0.062
H 0.983 -2.232 2.164
H 4.050 3.446 -0.047
H 2.044 -0.117 -1.695
C -3.918 -2.699 -1.357
N -0.467 -0.713 2.240
H 3.922 2.826 1.601
H -4.337 -3.634 -1.700
H 1.484 4.125 -3.340
H -5.931 -0.341 2.362
H 3.781 0.127 -1.460
H -1.571 4.459 -2.345
H 2.845 1.304 -2.377
H -4.367 -4.020 3.870
H 4.084 -0.216 1.746
C -4.191 -1.501 -2.004
H -6.516 -3.958 2.583
H 1.351 5.631 0.524
C -0.207 1.628 -2.676
C 3.056 -0.586 1.734
C 1.328 2.776 3.273
O 0.226 -2.764 -0.505
C -3.073 -2.674 -0.259
C -2.782 -0.429 -0.415
H 2.785 -0.885 2.747
H -4.840 -1.473 -2.870
H -2.082 3.758 -0.813
H 2.997 -1.452 1.069
C 0.116 -1.836 0.253
N -2.522 -1.561 0.215
O 0.171 -0.576 -0.156
Ru -0.228 0.840 1.137

Orbital gap (alpha / beta)   6.631 / 6.569 eV
E_tot   -86643.205 eV
Maximum force   2.6 eV Å⁻¹

Here are the Mulliken charges for atoms 1 to 6, given in e:
1. C -0.66
2. C -1.27
3. O -0.74
4. H 0.05
5. H 0.33
6. C -0.75

***

# 7
Entry from OMol25: C33H33AsBrF9N7O3PTi as an isolated structure in a non-equilibrium geometry (ωB97M-V with the def2-TZVPD basis set).

CARTESIAN COORDINATES (ANGSTROEM)
C -1.089 2.443 1.754
H -0.955 0.931 3.617
H 0.613 -5.801 0.609
N -3.580 2.401 1.790
F 2.714 -0.112 3.432
H -6.574 -1.815 1.826
C -5.988 -0.907 1.813
C -4.613 -0.983 1.847
H -1.004 3.128 2.608
C 1.465 -1.264 -2.497
H -0.315 -4.429 4.564
N 1.960 -0.500 -1.598
H 3.294 2.830 -2.803
H -2.186 -3.948 -3.498
C -1.624 -1.991 -0.805
C -1.691 -3.258 -2.830
H -7.734 0.344 1.742
H -6.480 2.474 1.721
C 6.060 0.443 -1.834
H 0.876 1.972 1.769
C -2.960 0.802 -2.205
C 0.398 -3.692 0.779
H 0.818 0.912 3.689
F -2.207 0.035 -3.018
H 0.327 5.357 -2.185
C 5.595 -0.753 -2.366
F 4.986 -1.174 3.288
H 0.720 5.001 -0.495
O 1.053 2.091 -0.760
F -3.666 1.635 -2.948
C -4.577 1.436 1.785
H 2.013 -1.534 -3.395
C -3.900 0.215 1.828
H 0.666 -3.517 -0.253
N -2.524 0.434 1.830
F 4.273 1.008 2.008
N -0.228 -1.718 3.649
C 2.718 3.648 -2.372
C -6.654 0.330 1.766
C -2.397 1.732 1.796
F 4.650 -1.019 0.785
H 0.107 -6.280 2.965
Br 7.884 0.863 -1.937
H 0.932 2.778 -4.268
H -0.330 -1.574 4.642
H 0.254 1.409 -3.378
H -0.679 2.913 -3.553
F 2.854 -2.001 2.000
C -0.110 -2.947 3.006
C -0.135 -4.235 3.516
F -3.780 -0.005 -1.527
H -4.102 -1.936 1.894
C 0.318 2.499 -3.413
H -0.988 3.020 0.836
N -0.003 1.457 1.804
H 3.926 -2.034 -2.616
N 0.089 -1.243 1.517
O -1.148 0.795 -0.672
C 0.386 -4.981 1.275
C 0.108 -5.256 2.620
C 5.189 1.307 -1.188
Ti 0.437 0.148 0.017
C 4.252 -1.061 -2.275
H -0.816 4.418 -1.200
C 0.147 -1.850 -2.276
C 0.112 -2.653 1.663
H -3.711 3.395 1.705
H -3.255 -3.259 -1.349
H 3.177 1.647 -0.557
H 0.043 -2.977 -4.089
C 3.356 -0.164 -1.687
C -0.070 -0.758 2.744
C -0.047 0.685 3.064
H 2.596 4.430 -3.123
H 6.284 -1.453 -2.819
H 3.257 4.060 -1.521
O -2.191 2.746 -1.026
C -2.285 -2.881 -1.639
C -5.965 1.525 1.754
C 3.843 0.996 -1.103
As 3.825 -0.618 2.217
C -0.451 -2.723 -3.162
P 1.076 3.117 -1.896
H 5.566 2.209 -0.729
H -2.068 -1.640 0.120
F 2.099 0.252 0.925
C -2.053 1.571 -1.212
N -0.419 -1.509 -1.108
C 0.238 4.614 -1.393

Orbital gap   6.132 eV
Net charge   +2
E_tot   -239070.044 eV
Maximum force   1.2 eV Å⁻¹

Here are the Mulliken charges for atoms 1 to 6, given in e:
1. C -0.69
2. H 0.59
3. H 0.51
4. N 0.01
5. F -0.46
6. H 0.44

***

# 8
Entry from OMol25: C41H37N7O2Ti as an isolated structure in a non-equilibrium geometry (ωB97M-V with the def2-TZVPD basis set).

CARTESIAN COORDINATES (ANGSTROEM)
C 0.024 4.365 0.360
C 2.864 -0.278 -0.284
C 0.647 0.312 2.581
C -0.997 4.569 1.279
C 0.335 3.080 -0.015
C -2.461 -1.685 -2.072
C -4.133 -0.138 0.744
H -1.278 5.572 1.578
C 0.605 -4.267 -0.392
C 0.088 -4.722 0.819
H -6.083 -0.495 -0.242
H 0.585 5.189 -0.062
H 0.908 -2.535 -1.611
C -5.141 1.978 1.620
C 4.243 -0.327 1.655
H -5.253 5.108 0.334
H 5.212 -0.432 2.129
H 2.724 -0.366 -1.347
H 1.148 2.893 -0.687
N -0.052 -2.043 0.169
H -3.416 1.602 -1.281
C 0.962 5.355 -3.443
H 1.074 -4.941 -1.097
H 0.141 -5.773 1.078
H 1.544 6.262 -3.555
C 1.607 1.734 -2.611
H -4.010 -0.391 1.799
C 4.113 -0.415 0.274
H -5.556 -1.839 0.813
C -0.410 5.372 -3.683
H -0.892 6.295 -3.979
C 0.435 -0.073 -3.197
C -1.218 2.208 1.466
O 1.126 0.162 -4.247
C -1.601 3.466 1.867
C -3.962 2.081 -0.474
N 1.752 -0.047 0.454
H 3.166 -0.058 3.500
N -1.336 -0.984 -2.109
O -4.562 -1.676 -0.992
H -2.213 4.218 -3.770
C -5.232 -1.041 0.151
C -4.264 3.434 -0.575
H 2.329 1.791 -4.690
C -0.526 3.019 -3.192
H -1.125 2.126 -3.104
C 1.587 4.175 -3.073
H 0.663 -0.182 3.550
H -0.786 -1.619 3.284
C -4.404 1.346 0.621
H -2.584 0.645 1.750
H 3.089 0.493 -3.709
N -0.603 -0.073 1.835
C -1.642 0.955 2.150
C -0.640 -1.033 -3.247
C -2.095 -2.613 -4.247
N -2.880 -0.539 -0.010
C -0.955 -1.815 -4.339
C 2.200 1.100 -3.865
H -3.941 3.994 -1.444
H -6.040 3.806 2.284
H -2.338 3.573 2.654
Ti -0.196 0.018 -0.325
H -2.391 -3.254 -5.068
C 0.842 3.001 -2.948
H -0.342 -1.786 -5.231
H 4.968 -0.595 -0.364
H 2.407 1.917 -1.892
H -0.862 -4.134 2.659
C 0.515 -2.928 -0.683
H 0.615 1.382 2.776
H -1.757 1.060 3.230
C -1.150 4.208 -3.560
N 0.697 0.619 -2.089
C -5.003 4.059 0.419
C -2.875 -2.517 -3.105
C -1.078 -1.428 2.253
H -5.503 1.419 2.479
C -0.518 -2.475 1.351
C 3.107 -0.117 2.420
H 2.659 4.172 -2.899
C -0.475 -3.814 1.700
H -3.815 -3.043 -3.009
C -3.311 -1.317 -0.934
C 1.879 0.012 1.801
C -5.445 3.328 1.516
H -2.161 -1.443 2.215
N -0.325 2.000 0.461

Orbital gap   5.317 eV
Net charge   +4
E_tot   -80724.094 eV
Maximum force   1.3 eV Å⁻¹

Here are the Mulliken charges for atoms 1 to 6, given in e:
1. C -1.10
2. C -0.38
3. C -1.47
4. C -0.84
5. C -1.02
6. C 0.19